This record from the OMol25 dataset describes a structure of composition C21H41Br4O16Zr at a distorted geometry. The level of theory is ωB97M-V with the def2-TZVPD basis set.

CARTESIAN COORDINATES (ANGSTROEM)
Zr (9.756, 8.734, 13.803)
C (13.298, 11.570, 11.523)
O (12.463, 10.887, 12.423)
H (14.273, 11.698, 11.993)
H (13.544, 11.135, 10.554)
H (12.868, 12.510, 11.179)
C (8.727, 17.048, 11.082)
C (8.123, 18.166, 11.980)
C (7.207, 19.025, 11.230)
O (6.116, 19.290, 12.142)
C (6.270, 18.502, 13.254)
O (5.408, 18.460, 14.105)
O (7.467, 17.859, 13.205)
H (9.626, 16.708, 11.595)
H (9.071, 17.436, 10.123)
H (8.015, 16.238, 10.923)
H (8.983, 18.769, 12.271)
H (6.803, 18.566, 10.327)
H (7.588, 19.968, 10.839)
Br (16.193, 16.742, 8.975)
C (17.615, 16.599, 10.375)
C (18.060, 15.148, 10.514)
Br (19.784, 15.117, 11.518)
H (17.168, 17.050, 11.261)
H (18.419, 17.307, 10.174)
H (18.359, 14.723, 9.556)
H (17.328, 14.537, 11.042)
Br (11.482, 12.848, 4.157)
C (11.587, 14.126, 5.736)
C (10.622, 15.314, 5.526)
Br (8.836, 14.767, 6.186)
H (12.618, 14.472, 5.664)
H (11.390, 13.647, 6.695)
H (10.479, 15.669, 4.506)
H (10.860, 16.222, 6.082)
C (16.407, 4.947, 13.036)
O (15.020, 5.412, 13.193)
C (14.727, 6.254, 14.123)
O (13.571, 6.715, 14.108)
O (15.646, 6.604, 14.951)
C (15.657, 7.750, 15.674)
H (16.585, 4.285, 13.884)
H (17.117, 5.746, 13.247)
H (16.387, 4.349, 12.125)
H (15.265, 7.526, 16.666)
H (15.089, 8.574, 15.241)
H (16.611, 8.265, 15.788)
C (9.440, 5.632, 7.590)
O (10.781, 6.016, 7.293)
C (11.617, 6.537, 8.222)
O (11.357, 6.924, 9.360)
O (12.914, 6.479, 7.669)
C (13.283, 6.118, 6.334)
H (8.924, 6.584, 7.715)
H (9.394, 4.826, 8.322)
H (9.002, 5.200, 6.690)
H (14.276, 5.690, 6.472)
H (13.371, 6.916, 5.597)
H (12.657, 5.356, 5.871)
C (15.276, 13.915, 15.944)
O (15.199, 14.643, 17.035)
C (15.018, 14.079, 18.277)
O (15.024, 14.704, 19.348)
O (14.933, 12.683, 18.154)
C (14.554, 11.941, 19.327)
H (15.898, 14.613, 15.384)
H (14.296, 13.684, 15.527)
H (15.774, 12.945, 15.911)
H (14.954, 10.937, 19.184)
H (13.468, 11.854, 19.370)
H (15.039, 12.350, 20.214)
C (9.169, 15.184, 17.408)
O (9.362, 13.914, 16.847)
C (8.316, 13.326, 16.016)
O (8.394, 12.253, 15.408)
O (7.184, 14.061, 15.980)
C (5.929, 13.678, 15.466)
H (10.033, 15.433, 18.024)
H (8.406, 15.077, 18.179)
H (8.932, 16.010, 16.737)
H (5.861, 14.291, 14.567)
H (5.108, 13.978, 16.117)
H (5.885, 12.644, 15.124)

**E_HOMO**: -0.5687 Eh
**Net charge**: +3
**E_tot**: -336606.0429 eV
**Frontier orbital gap**: 1.39 eV

Atomic partial charges in e from the Mulliken method, atoms 1 to 8: 1.919, -0.428, -0.337, 0.241, 0.340, 0.297, -1.425, 0.569



This record from the OMol25 dataset describes the molecule C6H15NO2 at a distorted geometry. The level of theory is ωB97M-V with the def2-TZVPD basis set.

CARTESIAN COORDINATES (ANGSTROEM)
C (3.052, -0.251, 0.724)
C (1.850, -0.911, 0.079)
C (0.420, 0.247, 0.185)
C (0.618, 1.372, -0.803)
C (-0.652, -0.699, -0.041)
O (-0.835, -1.223, -1.302)
C (-2.093, 0.415, 0.334)
N (-2.956, -0.358, 1.172)
O (-2.658, 0.807, -0.904)
H (3.942, -0.883, 0.663)
H (2.864, -0.063, 1.783)
H (3.293, 0.700, 0.248)
H (2.001, -1.082, -0.988)
H (1.622, -1.868, 0.548)
H (0.441, 0.577, 1.222)
H (-0.216, 1.531, -1.485)
H (0.780, 2.316, -0.286)
H (1.479, 1.221, -1.454)
H (-0.736, -1.495, 0.696)
H (-0.574, -0.556, -1.952)
H (-1.843, 1.343, 0.849)
H (-3.165, -1.261, 0.761)
H (-3.832, 0.119, 1.370)
H (-2.803, 0.002, -1.420)

**E_HOMO**: -0.3065 Eh
**Net charge**: 0
**E_tot**: -12048.6601 eV
**Frontier orbital gap**: 9.13 eV

Atomic partial charges in e from the Mulliken method, atoms 1 to 8: -1.140, -0.574, 0.133, -1.674, -0.417, -0.620, -0.115, -0.635



This record from the OMol25 dataset describes a cluster of 2 separate species, C5H15NO in total. The level of theory is ωB97M-V with the def2-TZVPD basis set.

CARTESIAN COORDINATES (ANGSTROEM)
C (0.426, 1.431, -1.902)
N (-0.035, 0.228, -1.223)
C (-0.184, -1.273, 2.232)
C (-0.640, -0.988, 0.797)
C (-0.067, 0.311, 0.236)
C (-0.842, 1.505, 0.764)
H (-0.227, 2.311, -1.852)
H (1.394, 1.722, -1.480)
H (0.628, 1.199, -2.947)
H (-0.952, -0.028, -1.574)
H (0.806, -1.727, 2.230)
H (-0.107, -0.345, 2.800)
H (-0.889, -1.916, 2.757)
H (-1.730, -0.927, 0.810)
H (-0.410, -1.857, 0.183)
H (0.969, 0.393, 0.570)
H (-0.455, 2.444, 0.403)
H (-0.805, 1.570, 1.859)
H (-1.908, 1.383, 0.575)
H (1.226, -1.272, -1.386)
H (2.187, -2.004, -2.306)
O (1.614, -2.161, -1.548)

**E_HOMO (alpha / beta)**: 0.0492 / -0.2058 Eh
**Net charge**: -1
**E_tot**: -8964.5842 eV
**⟨S²⟩**: 0.75
**2S+1**: 2
**Frontier orbital gap (alpha / beta)**: 2.48 / 9.36 eV

Atomic partial charges in e from the Mulliken method, atoms 1 to 8: -3.410, 0.711, -1.285, -0.863, 0.580, -2.529, 0.495, 0.496



This record from the OMol25 dataset describes a structure of composition C13H13CeCl5N11O at a distorted geometry. The level of theory is ωB97M-V with the def2-TZVPD basis set.

CARTESIAN COORDINATES (ANGSTROEM)
Ce (0.421, 1.389, 0.017)
Cl (3.215, 0.792, -1.152)
C (3.555, 0.940, 0.584)
C (2.466, 1.079, 1.399)
C (2.732, 1.201, 2.738)
Cl (1.364, 1.392, 3.830)
C (4.018, 1.185, 3.263)
Cl (4.290, 1.343, 4.959)
C (5.098, 1.040, 2.385)
Cl (6.705, 1.016, 2.994)
C (4.870, 0.914, 1.016)
Cl (6.177, 0.732, -0.098)
N (-2.383, 3.458, -0.164)
C (-2.742, 2.177, 0.327)
N (-3.929, 1.645, 0.352)
N (-3.715, 0.376, 0.818)
N (-2.453, 0.183, 1.039)
N (-1.798, 1.331, 0.760)
C (-1.078, 3.450, -0.643)
N (0.000, 3.927, -0.008)
N (1.049, 3.541, -0.755)
N (0.603, 2.826, -1.789)
N (-0.735, 2.750, -1.733)
H (-2.591, 4.226, 0.454)
C (-3.136, -2.219, -1.129)
N (-1.994, -1.444, -1.628)
C (-2.353, -0.360, -2.539)
C (-0.789, -1.486, -1.067)
O (-0.001, -0.477, -1.129)
N (-0.368, -2.595, -0.426)
C (0.772, -2.517, 0.483)
C (-0.657, -3.941, -0.919)
H (-3.919, -1.522, -0.836)
H (-2.861, -2.784, -0.248)
H (-3.518, -2.893, -1.898)
H (-2.794, -0.781, -3.443)
H (-1.488, 0.225, -2.803)
H (-3.086, 0.285, -2.053)
H (0.837, -1.557, 0.968)
H (1.715, -2.705, -0.038)
H (0.642, -3.263, 1.266)
H (-1.224, -3.902, -1.842)
H (-1.206, -4.536, -0.189)
H (0.291, -4.442, -1.128)

**E_HOMO (alpha / beta)**: -0.3319 / -0.3366 Eh
**Net charge**: 0
**E_tot**: -107670.9574 eV
**⟨S²⟩**: 0.75
**2S+1**: 2
**Frontier orbital gap (alpha / beta)**: 8.91 / 8.96 eV

Atomic partial charges in e from the Mulliken method, atoms 1 to 8: 0.324, -0.236, 1.175, -0.916, 0.965, -0.230, -0.526, -0.181